(1)
C32H92As6F36N7O7 | ωB97M-V/def2-TZVPD

The geometry in XYZ format:
```
180
Properties=species:S:1:pos:R:3
C 5.78 3.15 -3.36
C 5.95 1.68 -3.82
N 5.34 0.58 -2.91
C 5.60 -0.75 -3.64
C 6.13 0.61 -1.52
C 5.78 -0.55 -0.66
C 3.85 0.80 -2.66
C 2.99 0.60 -3.90
O 3.31 1.45 -5.01
C 2.70 1.22 -6.24
H 4.73 3.37 -3.17
H 6.13 3.93 -4.04
H 6.30 3.28 -2.42
H 6.96 1.37 -4.07
H 5.63 1.58 -4.86
H 4.98 -1.50 -3.15
H 6.61 -1.11 -3.43
H 5.37 -0.74 -4.71
H 5.97 1.55 -0.99
H 7.20 0.71 -1.73
H 4.72 -0.78 -0.57
H 6.18 -0.44 0.35
H 6.24 -1.41 -1.14
H 3.64 1.73 -2.13
H 3.51 0.08 -1.92
H 1.96 0.90 -3.70
H 3.00 -0.47 -4.15
H 2.59 0.16 -6.49
H 3.17 1.75 -7.06
H 1.66 1.53 -6.12
C -1.58 1.51 1.79
C -1.13 0.90 0.43
C -1.06 -0.61 0.49
O -0.96 -1.07 -0.91
C 0.38 -1.13 -1.44
N -2.24 1.38 -0.52
H -2.12 2.30 -0.92
H -2.29 0.73 -1.29
H -3.12 1.37 -0.02
H -2.35 0.82 2.14
H -1.99 2.50 1.59
H -0.75 1.48 2.49
H -0.21 1.28 0.00
H -1.99 -1.06 0.84
H -0.34 -1.11 1.14
H 0.41 -1.35 -2.51
H 0.86 -1.98 -0.97
H 1.00 -0.28 -1.16
C 1.69 6.01 4.50
C 0.70 5.01 3.89
C 0.27 3.82 4.73
O -0.94 3.20 4.22
C -1.68 2.47 5.20
N -0.56 5.87 3.64
H -0.84 6.53 4.35
H -0.39 6.51 2.88
H -1.38 5.39 3.30
H 1.36 6.44 5.44
H 1.84 6.85 3.82
H 2.70 5.63 4.67
H 0.96 4.70 2.88
H 0.01 4.25 5.70
H 1.07 3.13 4.99
H -1.05 1.74 5.72
H -2.52 1.94 4.76
H -2.08 3.10 6.00
C -1.38 -1.38 -6.84
C -2.28 -2.00 -5.79
C -2.89 -3.38 -5.95
O -1.95 -4.43 -5.74
C -2.33 -5.72 -5.47
N -1.52 -1.96 -4.43
H -2.18 -2.19 -3.70
H -0.73 -2.58 -4.35
H -1.33 -0.97 -4.30
H -0.33 -1.64 -6.71
H -1.43 -0.30 -6.75
H -1.71 -1.67 -7.84
H -3.11 -1.30 -5.69
H -3.37 -3.50 -6.92
H -3.70 -3.53 -5.24
H -3.06 -6.03 -6.22
H -2.68 -5.90 -4.46
H -1.56 -6.44 -5.73
C -0.75 -4.60 1.05
C 0.60 -5.09 1.66
C 1.51 -3.92 2.15
O 2.59 -4.43 3.04
C 3.28 -3.49 3.75
N 0.25 -6.03 2.85
H 1.06 -6.32 3.38
H -0.38 -5.66 3.54
H -0.22 -6.86 2.50
H -1.27 -3.89 1.69
H -1.43 -5.37 0.69
H -0.58 -4.07 0.11
H 1.19 -5.63 0.91
H 0.81 -3.23 2.62
H 2.03 -3.35 1.37
H 3.97 -3.01 3.05
H 3.98 -3.88 4.48
H 2.71 -2.73 4.28
C -4.27 -2.33 2.33
C -5.68 -2.78 2.80
C -6.57 -3.42 1.73
O -7.67 -4.11 2.33
C -8.23 -5.12 1.45
N -5.56 -3.80 3.95
H -5.38 -4.70 3.54
H -4.73 -3.59 4.49
H -6.44 -3.85 4.43
H -4.37 -1.59 1.54
H -3.60 -3.11 1.96
H -3.72 -2.01 3.22
H -6.20 -2.01 3.38
H -5.84 -4.02 1.18
H -6.77 -2.64 0.99
H -7.71 -6.06 1.59
H -8.21 -4.84 0.39
H -9.28 -5.19 1.73
C 5.90 3.42 5.09
C 5.29 2.05 4.59
C 3.77 1.95 4.81
O 3.21 0.82 4.12
C 2.08 0.30 4.75
N 5.68 1.97 3.08
H 5.13 2.62 2.54
H 6.68 2.09 3.03
H 5.50 1.03 2.75
H 6.98 3.39 4.97
H 5.65 3.76 6.09
H 5.70 4.34 4.55
H 5.82 1.19 5.00
H 3.30 2.75 4.24
H 3.58 2.01 5.89
H 1.19 0.87 4.45
H 2.04 0.30 5.84
H 1.89 -0.73 4.46
As -2.69 5.98 0.16
F -2.16 4.33 -0.40
F -0.96 6.27 0.44
F -3.15 7.64 0.72
F -4.40 5.53 -0.19
F -2.83 5.44 1.84
F -2.50 6.58 -1.55
As -2.70 2.13 -4.42
F -1.81 0.82 -3.57
F -3.78 2.34 -2.99
F -3.73 3.38 -5.24
F -1.56 2.00 -5.80
F -3.82 0.91 -5.16
F -1.63 3.44 -3.78
As 2.29 -3.59 -3.50
F 3.81 -3.51 -4.50
F 1.78 -5.01 -4.56
F 0.72 -3.64 -2.66
F 2.93 -2.17 -2.52
F 1.57 -2.48 -4.67
F 3.01 -4.69 -2.21
As -5.53 2.13 2.48
F -4.58 1.90 0.96
F -4.63 0.82 3.22
F -6.54 2.35 3.91
F -6.42 3.45 1.64
F -6.75 0.92 1.88
F -4.44 3.31 3.16
As 2.74 3.41 0.43
F 1.76 4.88 0.68
F 3.58 4.25 -0.93
F 3.56 1.82 0.24
F 1.77 2.71 1.76
F 1.51 2.90 -0.77
F 3.95 3.82 1.65
As -4.73 -2.16 -1.81
F -3.77 -3.24 -2.88
F -3.52 -2.60 -0.52
F -5.72 -1.14 -0.72
F -5.86 -1.92 -3.21
F -5.76 -3.51 -1.25
F -3.67 -0.78 -2.30
```

Calculated values
Net charge: +1
ΔE to the lowest compared entry with this formula, charge and spin, eV: 0.000
Electronic energy, eV: -522306.765

***

(2)
C32H93N15O11 | ωB97M-V/def2-TZVPD

The geometry in XYZ format:
```
151
Properties=species:S:1:pos:R:3
C -15.62 -6.85 -3.13
O -16.26 -6.57 -2.11
N -14.30 -6.59 -3.39
N -16.20 -7.59 -4.10
H -13.94 -7.01 -4.23
H -13.63 -6.24 -2.72
H -15.75 -7.60 -5.02
H -17.15 -7.88 -3.96
C -11.98 -4.76 -0.66
O -12.88 -5.24 -1.36
N -12.13 -4.43 0.63
N -10.85 -4.26 -1.23
H -11.38 -4.01 1.15
H -13.04 -4.58 1.03
H -10.20 -3.76 -0.65
H -10.58 -4.43 -2.18
C -13.42 -10.46 -0.74
O -13.00 -10.83 0.36
N -12.98 -9.50 -1.58
N -14.46 -11.12 -1.35
H -12.16 -8.98 -1.32
H -13.52 -9.25 -2.38
H -15.06 -11.77 -0.87
H -14.80 -10.80 -2.24
C -15.09 -7.06 -7.23
O -14.66 -7.78 -6.32
N -16.33 -7.13 -7.74
N -14.32 -6.16 -7.88
H -17.02 -7.79 -7.42
H -16.27 -6.77 -8.67
H -14.67 -5.48 -8.53
H -13.37 -6.14 -7.56
C -14.23 -12.33 -5.14
C -13.16 -11.22 -5.31
C -13.01 -10.86 -6.79
O -12.09 -9.82 -7.07
C -11.89 -9.68 -8.46
N -13.60 -10.07 -4.49
H -14.49 -12.53 -4.09
H -13.87 -13.31 -5.45
H -15.18 -11.95 -5.53
H -12.23 -11.62 -4.90
H -14.00 -10.46 -7.05
H -12.75 -11.77 -7.35
H -12.76 -9.32 -9.01
H -11.56 -10.63 -8.90
H -11.02 -9.05 -8.67
H -14.37 -9.62 -4.97
H -12.76 -9.52 -4.73
C -8.51 -4.40 -10.65
C -9.03 -5.77 -10.22
C -8.09 -6.64 -9.41
O -8.72 -7.84 -9.03
C -7.88 -8.81 -8.40
N -10.32 -5.49 -9.57
H -8.13 -3.89 -9.76
H -9.16 -3.70 -11.16
H -7.64 -4.50 -11.31
H -9.42 -6.36 -11.06
H -7.90 -6.08 -8.48
H -7.07 -6.69 -9.82
H -8.49 -9.57 -7.93
H -7.21 -8.27 -7.73
H -7.30 -9.33 -9.17
H -10.20 -5.00 -8.69
H -10.59 -6.41 -9.23
C -1.45 -11.07 -4.04
C -2.65 -10.18 -3.77
C -4.04 -10.80 -3.61
O -4.95 -9.78 -3.25
C -6.27 -10.12 -2.93
N -2.28 -9.29 -2.65
H -1.15 -11.41 -3.05
H -0.60 -10.52 -4.43
H -1.81 -11.86 -4.71
H -2.77 -9.44 -4.57
H -4.04 -11.53 -2.79
H -4.37 -11.23 -4.56
H -6.78 -10.32 -3.88
H -6.90 -9.30 -2.60
H -6.36 -11.03 -2.33
H -1.84 -9.83 -1.92
H -3.19 -8.94 -2.36
C -9.82 -8.05 0.24
C -8.67 -8.41 1.17
C -9.10 -9.70 1.92
O -8.00 -10.08 2.73
C -8.04 -11.41 3.22
N -7.49 -8.63 0.31
H -9.77 -6.98 0.04
H -10.83 -8.22 0.63
H -9.80 -8.64 -0.67
H -8.47 -7.58 1.84
H -9.41 -10.48 1.23
H -9.95 -9.33 2.51
H -7.21 -11.76 3.82
H -8.00 -12.09 2.36
H -9.04 -11.65 3.59
H -7.60 -9.45 -0.27
H -6.70 -8.86 0.91
C -8.68 -2.77 -3.26
C -7.71 -1.63 -3.15
C -6.28 -2.18 -2.78
O -5.39 -1.10 -2.54
C -4.11 -1.52 -2.10
N -7.77 -0.81 -4.36
H -9.69 -2.40 -3.39
H -8.64 -3.32 -2.31
H -8.35 -3.47 -4.03
H -8.07 -0.98 -2.35
H -5.96 -2.86 -3.57
H -6.44 -2.83 -1.91
H -3.60 -0.59 -1.84
H -3.65 -1.99 -2.97
H -4.11 -2.19 -1.23
H -6.96 -0.25 -4.57
H -8.07 -1.39 -5.13
C -9.56 -7.73 -3.77
C -10.59 -6.97 -4.56
C -10.05 -6.34 -5.89
O -11.01 -5.77 -6.72
C -11.89 -4.79 -6.14
N -11.66 -7.89 -4.95
H -10.01 -8.12 -2.85
H -8.97 -6.94 -3.29
H -8.97 -8.48 -4.28
H -11.08 -6.25 -3.90
H -9.73 -7.13 -6.57
H -9.23 -5.71 -5.51
H -11.29 -4.23 -5.41
H -12.66 -5.26 -5.52
H -12.32 -4.17 -6.92
H -11.11 -8.63 -5.36
H -12.26 -7.44 -5.63
C -15.90 -2.75 -2.97
C -14.93 -3.13 -4.08
C -15.30 -2.58 -5.49
O -16.56 -3.02 -6.02
C -16.92 -4.37 -5.82
N -13.57 -2.67 -3.81
H -16.49 -1.87 -3.21
H -15.58 -2.84 -1.94
H -16.67 -3.53 -3.02
H -14.85 -4.22 -4.05
H -14.56 -2.80 -6.27
H -15.34 -1.50 -5.36
H -17.50 -4.49 -4.90
H -15.96 -4.90 -5.73
H -17.51 -4.77 -6.64
H -13.49 -1.66 -3.84
H -13.30 -3.05 -2.91
```

Calculated values
Net charge: 0
ΔE to the lowest compared entry with this formula, charge and spin, eV: 3.947
Electronic energy, eV: -79564.427

***

(3)
C32H94N6O12 | ωB97M-V/def2-TZVPD

The geometry in XYZ format:
```
144
Properties=species:S:1:pos:R:3
O -3.30 2.40 1.07
H -3.03 2.72 1.93
H -2.53 2.51 0.52
O -0.27 5.27 -0.50
H -0.45 4.34 -0.55
H -1.03 5.69 -0.89
C -4.35 4.63 -1.80
C -3.25 5.14 -2.69
O -2.07 4.28 -2.61
H -5.32 5.10 -1.94
H -3.98 4.98 -0.83
H -4.52 3.56 -1.81
H -3.18 6.12 -2.21
H -3.64 5.28 -3.70
H -1.74 4.11 -3.49
C 1.26 1.30 0.09
C 0.34 1.45 -1.11
O -0.81 2.18 -0.58
H 2.08 0.72 -0.33
H 0.85 0.74 0.93
H 1.56 2.31 0.35
H 0.01 0.47 -1.48
H 0.78 2.06 -1.90
H -1.45 2.13 -1.29
C 4.41 1.08 -4.31
C 4.01 0.75 -2.94
O 4.90 -0.14 -2.34
H 5.49 0.99 -4.45
H 4.22 2.15 -4.43
H 3.90 0.59 -5.14
H 3.03 0.30 -3.10
H 3.86 1.61 -2.29
H 4.45 -0.98 -2.43
C 4.29 5.64 -2.20
C 2.95 5.11 -1.74
O 2.68 5.55 -0.41
H 4.47 6.71 -2.19
H 4.41 5.38 -3.25
H 5.06 5.10 -1.63
H 2.85 4.04 -1.56
H 2.09 5.52 -2.28
H 1.72 5.56 -0.35
C -6.25 -3.73 -1.44
C -5.85 -2.85 -0.21
C -5.37 -1.44 -0.55
O -4.14 -1.54 -1.29
C -3.55 -0.27 -1.31
N -7.12 -2.88 0.58
H -6.58 -4.74 -1.17
H -5.44 -4.05 -2.10
H -6.96 -3.27 -2.12
H -5.06 -3.33 0.36
H -5.17 -0.97 0.41
H -6.17 -0.94 -1.10
H -3.46 0.18 -0.32
H -4.01 0.43 -2.01
H -2.57 -0.36 -1.78
H -7.95 -2.65 0.04
H -6.97 -2.33 1.41
C -3.14 -6.09 -0.43
C -1.82 -5.50 -0.73
C -1.37 -4.55 0.42
O -0.40 -3.57 0.04
C -0.90 -2.41 -0.59
N -0.77 -6.48 -0.98
H -3.07 -6.64 0.50
H -3.61 -6.65 -1.24
H -3.66 -5.17 -0.14
H -1.96 -4.95 -1.66
H -0.85 -5.06 1.22
H -2.24 -4.05 0.86
H -1.34 -2.57 -1.57
H -0.03 -1.76 -0.71
H -1.64 -1.94 0.05
H 0.05 -5.88 -0.96
H -0.59 -7.17 -0.27
C -1.66 0.62 -4.08
C -0.49 -0.35 -4.26
C -0.63 -1.45 -5.31
O -1.65 -2.45 -5.13
C -1.60 -3.49 -6.16
N 0.65 0.48 -4.60
H -1.95 1.24 -4.93
H -1.65 1.12 -3.12
H -2.59 0.06 -3.98
H -0.34 -0.90 -3.34
H 0.33 -1.96 -5.34
H -0.81 -0.96 -6.26
H -2.49 -4.12 -6.06
H -0.78 -4.18 -5.95
H -1.52 -3.24 -7.22
H 0.58 1.47 -4.41
H 0.75 0.36 -5.60
C -0.38 2.98 3.03
C -1.60 2.27 3.70
C -1.34 1.78 5.17
O -1.05 2.97 5.96
C -1.00 2.61 7.35
N -2.77 3.09 3.59
H -0.14 3.96 3.45
H -0.52 3.31 2.00
H 0.49 2.33 3.08
H -1.87 1.41 3.09
H -0.37 1.27 5.20
H -2.07 1.07 5.57
H -0.90 3.53 7.93
H -0.26 1.82 7.53
H -1.96 2.28 7.73
H -3.39 2.62 4.23
H -2.70 3.89 4.21
C 7.61 1.26 -0.14
C 6.82 0.35 0.88
C 5.56 1.03 1.50
O 5.14 0.09 2.52
C 3.77 0.31 2.73
N 6.55 -0.94 0.20
H 8.63 0.87 -0.23
H 7.73 2.31 0.13
H 7.20 1.28 -1.15
H 7.59 0.25 1.65
H 4.88 1.04 0.64
H 5.69 2.05 1.84
H 3.64 -0.47 3.49
H 3.12 0.01 1.90
H 3.59 1.34 3.01
H 5.92 -0.71 -0.55
H 5.92 -1.40 0.84
C 2.60 -4.59 5.77
C 2.21 -4.01 4.40
C 1.08 -3.01 4.59
O 0.78 -2.47 3.23
C -0.17 -1.44 3.28
N 3.46 -3.53 3.85
H 3.16 -3.98 6.48
H 3.30 -5.36 5.44
H 1.81 -5.07 6.36
H 1.86 -4.77 3.70
H 1.33 -2.16 5.23
H 0.20 -3.52 4.98
H -0.44 -1.17 2.26
H 0.49 -0.68 3.70
H -1.00 -1.69 3.93
H 3.26 -3.33 2.88
H 3.58 -2.60 4.23
```

Calculated values
Net charge: 0
ΔE to the lowest compared entry with this formula, charge and spin, eV: 4.765
Electronic energy, eV: -68211.191

***

What did we get for M? Answer: 1820.6 864.2 755.1 g mol⁻¹, in the order shown.
What did we get for highest occupied orbital energy? Answer: -11.01 -8.86 -8.91 eV, in the order shown.
What did we get for orbital gap? Answer: 6.9809 9.0954 9.0761 eV, in the order shown.